1.
8
Properties=species:S:1:pos:R:3:forces:R:3:mulliken_spin:R:1 method="wB97M-V/def2-TZVPD" homo_lumo_gap_ev="5.61 / 7.44" s_squared=2.008 multiplicity=3 lumo_energy_ev="0.41 / -1.67"
C -0.758 -0.467 -0.371 1.825 0.561 3.266 0.8580
P 0.196 1.005 0.195 -0.869 0.576 1.895 0.1620
S -0.139 -1.611 1.043 -0.218 2.255 -0.085 0.2914
I -0.246 -0.785 -2.388 -0.054 -0.598 -2.512 0.5348
H 1.487 0.741 -0.335 -0.154 0.079 0.649 0.0349
H -0.022 2.287 -0.378 -0.143 -0.506 0.091 0.0159
H 0.268 1.385 1.739 0.485 -0.368 -2.387 0.0938
H -0.787 -2.557 0.496 -0.872 -2.000 -0.917 0.0093

2.
7
Properties=species:S:1:pos:R:3:forces:R:3:lowdin_charge:R:1 method="wB97M-V/def2-TZVPD" homo_lumo_gap_ev=10.03 smiles="[H]/N=C/N" lumo_energy_ev=1.03
H 1.080 -0.511 -1.561 -0.600 -0.166 -0.807 0.0204
N 0.394 -0.776 -0.863 0.885 -0.002 1.269 0.0284
C 0.117 0.295 -0.218 -0.545 -0.225 -1.461 -0.4256
N -0.413 0.341 1.017 -0.238 0.158 0.030 0.0792
H 0.102 1.239 -0.774 0.650 0.419 0.681 0.1138
H -0.633 -0.522 1.483 0.062 0.050 0.179 0.0968
H -0.628 1.234 1.420 -0.214 -0.233 0.108 0.0870

3.
8
Properties=species:S:1:pos:R:3:forces:R:3:lowdin_charge:R:1 method="wB97M-V/def2-TZVPD" homo_lumo_gap_ev=10.69 smiles="NNC=O" lumo_energy_ev=1.05
N 1.062 -0.170 0.143 3.163 -0.351 1.412 -0.0974
N -0.074 0.604 -0.219 0.557 -3.136 0.928 -0.0762
C -1.216 -0.288 -0.074 5.216 -1.461 -2.542 -0.3872
O -2.266 0.106 0.168 -4.328 0.837 1.031 0.0793
H 1.703 -0.297 -0.623 -0.145 0.302 -0.347 0.0473
H 1.763 -0.085 1.029 -3.231 0.665 -2.250 0.1468
H -0.103 1.568 0.047 -0.338 0.277 0.379 0.1115
H -0.868 -1.439 -0.469 -0.893 2.866 1.389 0.1760

4.
8
Properties=species:S:1:pos:R:3:forces:R:3:lowdin_charge:R:1 method="wB97M-V/def2-TZVPD" homo_lumo_gap_ev=9.42 smiles="[H]/N=C/NO" lumo_energy_ev=0.43
H 2.383 -0.694 -0.228 -1.705 3.504 0.651 0.0880
N 1.793 0.294 -0.108 -0.605 -3.262 -0.124 0.0057
C 0.543 -0.141 0.030 6.173 0.196 -1.249 -0.3619
N -0.548 0.548 0.054 -2.442 2.539 0.640 -0.1012
O -1.712 -0.089 -0.263 -3.444 -1.643 3.835 -0.0964
H 0.480 -1.168 0.023 -1.298 -2.277 0.215 0.0876
H -0.635 1.516 -0.213 0.659 0.085 0.087 0.1538
H -2.305 -0.267 0.705 2.664 0.858 -4.054 0.2244

no.,calculated total energy (hartree)
1,-1077.5103
2,-149.9955
3,-225.1777
4,-225.1304